ORCA calculation (wB97M-V/def2-TZVPD) on a 12-piece molecular cluster, C37H84N5O17S3 overall at a distorted geometry.

Each atom is followed by the atoms it is bonded to, with distances in Å.
CARTESIAN COORDINATES (ANGSTROEM)
1 C -4.91 -0.80 0.15  C2 1.487, H11 1.090, H12 1.090, H13 1.090
2 C -3.94 0.22 -0.32  C1 1.487, C3 1.561, H14 1.090, H15 1.090
3 C -3.77 1.38 0.71  C2 1.561, C4 1.551, H16 1.090, H17 1.090
4 C -2.87 2.55 0.22  C3 1.551, N5 1.619, H18 1.090, H19 1.090
5 N -2.45 3.65 1.32  C4 1.619, C6 1.505, C9 1.523, C10 1.515
6 C -1.75 3.25 2.60  N5 1.505, C7 1.508, H20 1.090, H21 1.090
7 C -2.88 3.12 3.59  C6 1.508, C8 1.541, H22 1.090, H23 1.090
8 C -4.15 3.76 3.01  C7 1.541, C9 1.543, H24 1.090, H25 1.090
9 C -3.70 4.43 1.70  N5 1.523, C8 1.543, H26 1.090, H27 1.090
10 C -1.55 4.62 0.58  N5 1.515, H28 1.090, H29 1.090, H30 1.090
11 H -4.58 -1.26 1.08  C1 1.090
12 H -4.94 -1.60 -0.59  C1 1.090
13 H -5.89 -0.32 0.24  C1 1.090
14 H -4.31 0.62 -1.26  C2 1.090
15 H -2.97 -0.23 -0.48  C2 1.090
16 H -3.41 1.00 1.67  C3 1.090
17 H -4.76 1.73 1.02  C3 1.090
18 H -3.37 3.12 -0.57  C4 1.090
19 H -2.02 2.08 -0.27  C4 1.090
20 H -1.02 4.00 2.87  C6 1.090
21 H -1.16 2.33 2.55  C6 1.090
22 H -2.62 3.64 4.51  C7 1.090
23 H -2.92 2.07 3.89  C7 1.090
24 H -4.48 4.50 3.74  C8 1.090
25 H -4.98 3.06 2.94  C8 1.090
26 H -3.38 5.47 1.83  C9 1.090
27 H -4.43 4.46 0.89  C9 1.090
28 H -1.97 4.98 -0.36  C10 1.090
29 H -0.61 4.10 0.37  C10 1.090
30 H -1.23 5.41 1.25  C10 1.090
31 O 1.25 4.93 2.37  C32 1.327, H35 0.960
32 C 1.91 4.59 3.47  O31 1.327, O33 1.222, O34 1.245
33 O 2.80 3.75 3.51  C32 1.222
34 O 1.69 5.12 4.57  C32 1.245
35 H 1.66 4.27 1.81  O31 0.960
36 O 0.71 1.93 1.09  C37 1.325, H40 0.960
37 C 0.33 0.82 0.48  O36 1.325, O38 1.192, O39 1.251
38 O 0.49 0.84 -0.70  C37 1.192
39 O -0.37 -0.06 1.04  C37 1.251
40 H 1.11 2.25 0.28  O36 0.960
41 C 1.62 0.48 3.76  S42 1.867, H45 1.090, H46 1.090, H47 1.090
42 S 1.97 0.55 5.59  C41 1.867, O43 1.547, C44 1.853
43 O 3.13 1.56 5.78  S42 1.547
44 C 2.68 -1.16 5.69  S42 1.853, H48 1.090, H49 1.090, H50 1.090
45 H 1.19 1.47 3.58  C41 1.090
46 H 0.85 -0.22 3.42  C41 1.090
47 H 2.58 0.33 3.28  C41 1.090
48 H 2.08 -1.85 5.10  C44 1.090
49 H 2.72 -1.52 6.72  C44 1.090
50 H 3.75 -1.19 5.48  C44 1.090
51 C 3.41 3.89 -2.33  S52 1.871, H55 1.090, H56 1.090, H57 1.090
52 S 1.97 4.23 -1.18  C51 1.871, O53 1.526, C54 1.820
53 O 2.30 3.91 0.28  S52 1.526
54 C 2.06 6.04 -1.33  S52 1.820, H58 1.090, H59 1.090, H60 1.090
55 H 3.64 2.83 -2.44  C51 1.090
56 H 4.36 4.31 -1.99  C51 1.090
57 H 3.22 4.25 -3.34  C51 1.090
58 H 1.52 6.45 -0.47  C54 1.090
59 H 1.62 6.39 -2.26  C54 1.090
60 H 3.00 6.58 -1.42  C54 1.090
61 C -2.77 -1.48 3.29  S62 1.873, H65 1.090, H66 1.090, H67 1.090
62 S -2.30 -2.90 4.42  C61 1.873, O63 1.562, C64 1.850
63 O -3.16 -4.18 4.14  S62 1.562
64 C -0.61 -3.14 3.71  S62 1.850, H68 1.090, H69 1.090, H70 1.090
65 H -2.11 -0.61 3.36  C61 1.090
66 H -3.83 -1.26 3.34  C61 1.090
67 H -2.43 -1.79 2.30  C61 1.090
68 H 0.10 -2.51 4.24  C64 1.090
69 H -0.46 -2.97 2.64  C64 1.090
70 H -0.34 -4.19 3.76  C64 1.090
71 C 2.37 -3.24 1.48  O72 1.262, N73 1.350, H76 1.101
72 O 2.99 -2.51 2.30  C71 1.262
73 N 2.26 -4.57 1.68  C71 1.350, C74 1.482, C75 1.450
74 C 1.62 -5.56 0.79  N73 1.482, H77 1.090, H78 1.090, H79 1.090
75 C 2.86 -5.19 2.84  N73 1.450, H80 1.090, H81 1.090, H82 1.090
76 H 1.86 -2.86 0.57  C71 1.101
77 H 1.15 -5.12 -0.09  C74 1.090
78 H 0.81 -6.05 1.33  C74 1.090
79 H 2.29 -6.34 0.42  C74 1.090
80 H 2.19 -5.33 3.68  C75 1.090
81 H 3.19 -6.22 2.68  C75 1.090
82 H 3.77 -4.63 3.05  C75 1.090
83 C -1.73 3.59 -3.03  O84 1.250, N85 1.372, H88 1.101
84 O -1.86 4.83 -2.92  C83 1.250
85 N -2.53 2.73 -3.75  C83 1.372, C86 1.456, C87 1.441
86 C -3.62 3.31 -4.52  N85 1.456, H89 1.090, H90 1.090, H91 1.090
87 C -2.29 1.32 -3.93  N85 1.441, H92 1.090, H93 1.090, H94 1.090
88 H -1.04 2.95 -2.46  C83 1.101
89 H -4.56 2.81 -4.29  C86 1.090
90 H -3.31 3.22 -5.56  C86 1.090
91 H -3.66 4.38 -4.36  C86 1.090
92 H -1.60 0.92 -3.19  C87 1.090
93 H -3.27 0.85 -3.80  C87 1.090
94 H -2.00 1.19 -4.97  C87 1.090
95 C 5.35 3.10 0.68  O96 1.252, N97 1.403, H100 1.101
96 O 6.16 3.85 0.08  C95 1.252
97 N 5.13 1.74 0.46  C95 1.403, C98 1.498, C99 1.444
98 C 4.07 1.01 1.23  N97 1.498, H101 1.090, H102 1.090, H103 1.090
99 C 5.80 0.93 -0.53  N97 1.444, H104 1.090, H105 1.090, H106 1.090
100 H 4.78 3.54 1.52  C95 1.101
101 H 4.42 0.15 1.80  C98 1.090
102 H 3.17 0.82 0.65  C98 1.090
103 H 3.75 1.68 2.03  C98 1.090
104 H 4.99 0.60 -1.17  C99 1.090
105 H 6.53 1.38 -1.20  C99 1.090
106 H 6.26 0.06 -0.07  C99 1.090
107 C -0.37 -4.00 -3.38  O108 1.232, N109 1.320, H112 1.101
108 O -0.75 -4.46 -4.46  C107 1.232
109 N -0.69 -2.81 -2.91  C107 1.320, C110 1.445, C111 1.447
110 C -1.42 -1.83 -3.68  N109 1.445, H113 1.090, H114 1.090, H115 1.090
111 C -0.34 -2.42 -1.56  N109 1.447, H116 1.090, H117 1.090, H118 1.090
112 H 0.34 -4.57 -2.76  C107 1.101
113 H -1.59 -2.22 -4.68  C110 1.090
114 H -0.73 -0.99 -3.76  C110 1.090
115 H -2.34 -1.47 -3.22  C110 1.090
116 H 0.10 -1.42 -1.52  C111 1.090
117 H -1.31 -2.36 -1.05  C111 1.090
118 H 0.21 -3.17 -1.00  C111 1.090
119 O -1.05 -5.93 -1.36  C120 1.211
120 C -1.81 -6.80 -1.00  O119 1.211, O121 1.299, C124 1.546
121 O -3.00 -6.58 -0.53  C120 1.299, C122 1.425
122 C -3.53 -5.29 -0.26  O121 1.425, C123 1.565, H125 1.090, H126 1.090
123 C -2.72 -4.66 0.92  C122 1.565, H127 1.090, H128 1.090, H129 1.090
124 C -1.35 -8.27 -0.99  C120 1.546, H130 1.090, H131 1.090, H132 1.090
125 H -4.60 -5.24 -0.03  C122 1.090
126 H -3.30 -4.69 -1.14  C122 1.090
127 H -2.80 -5.39 1.73  C123 1.090
128 H -3.31 -3.78 1.17  C123 1.090
129 H -1.69 -4.43 0.65  C123 1.090
130 H -2.26 -8.86 -0.85  C124 1.090
131 H -0.54 -8.49 -0.30  C124 1.090
132 H -0.87 -8.48 -1.95  C124 1.090
133 O 1.50 1.37 -5.68  C134 1.193
134 C 2.52 0.75 -5.75  O133 1.193, O135 1.352, C138 1.505
135 O 3.01 -0.10 -4.82  C134 1.352, C136 1.449
136 C 2.42 -0.19 -3.50  O135 1.449, C137 1.474, H139 1.090, H140 1.090
137 C 2.88 -1.33 -2.69  C136 1.474, H141 1.090, H142 1.090, H143 1.090
138 C 3.33 0.80 -7.01  C134 1.505, H144 1.090, H145 1.090, H146 1.090
139 H 1.34 -0.10 -3.59  C136 1.090
140 H 2.72 0.69 -2.94  C136 1.090
141 H 3.94 -1.53 -2.83  C137 1.090
142 H 2.36 -2.23 -3.00  C137 1.090
143 H 2.69 -1.28 -1.62  C137 1.090
144 H 4.10 0.03 -6.95  C138 1.090
145 H 3.58 1.84 -7.23  C138 1.090
146 H 2.72 0.46 -7.85  C138 1.090

Results
- net charge = -1
- largest force on an atom (eV/A) = 6.6
- HOMO (eV) = -3.1804
- frontier orbital gap (eV) = 4.8

Results of the Löwdin charge analysis, in e, for atoms 1 through 5:
1. C -0.1100
2. C -0.2547
3. C -0.1581
4. C -0.0363
5. N -0.1909